# 1
The following is a quantum chemistry calculation of a molecular structure, C27H27ClN3O2PPdS at a distorted geometry, from OMol25.

Output
HOMO energy ... 1.141 eV
Frontier orbital gap ... 0.1189 Ha
Energy above the lowest of the compared OMol25 structures with the same formula, charge and spin ... 0.937 eV
Electronic energy ... -73126.251 eV
Charge ... -2
2S+1 ... 1

Geometry (Å):
Pd 0.8695 -0.2840 1.6097
C 1.8086 2.2625 -0.2387
P 0.5597 2.0660 1.1189
C -0.9667 1.7424 0.1722
C -1.0421 1.5069 -1.1991
C -2.2607 1.2469 -1.8038
C -3.4226 1.1945 -1.0523
C -3.3558 1.3927 0.3204
C -2.1455 1.6639 0.9188
C 0.3514 3.8724 1.4284
C 1.4362 4.5296 2.0317
C 1.3464 5.8346 2.4568
C 0.1453 6.5312 2.3314
C -0.9531 5.8850 1.7793
C -0.8568 4.5794 1.3439
H 1.4536 2.9518 -1.0056
H 2.0015 1.2748 -0.6535
H 2.7384 2.6288 0.1932
H -0.1472 1.4953 -1.8054
H -2.3031 1.0741 -2.8745
H -4.3777 0.9802 -1.5208
H -4.2586 1.3296 0.9153
H -2.0761 1.8001 1.9891
H 2.3639 3.9865 2.1587
H 2.2069 6.3275 2.8976
H 0.0662 7.5566 2.6726
H -1.8945 6.4193 1.6828
H -1.7242 4.1075 0.9038
Cl -0.5125 -2.1895 5.2417
C -0.4192 -3.1770 3.8051
C -0.0849 -4.4941 3.9918
C -0.0613 -5.3684 2.9116
C -0.4664 -4.8862 1.6711
C -0.8177 -3.5712 1.4959
C -0.7445 -2.6056 2.5455
C -1.0367 -1.2343 2.3486
H 0.1504 -4.8454 4.9866
H 0.2392 -6.3995 3.0524
H -0.5125 -5.5693 0.8279
H -1.1613 -3.2379 0.5259
H -1.2637 -0.6537 3.2484
H -1.6846 -1.0153 1.4945
O 2.6968 -0.4556 3.3278
N 3.6219 -0.0267 2.6096
O 3.3075 0.2512 1.4088
N 3.2083 -1.1753 -1.0478
C 1.9273 -1.4042 -1.5238
S 0.6776 -1.7462 -0.5010
N 1.8444 -1.4869 -2.9102
C 0.8009 -1.9622 -3.6803
C 1.1022 -2.6687 -4.8560
C 0.1014 -3.1411 -5.6735
C -1.2338 -2.9127 -5.3528
C -1.5384 -2.1974 -4.1982
C -0.5494 -1.7242 -3.3668
H 3.1913 -0.8201 -0.0801
H 3.7943 -0.6024 -1.6401
H 2.7507 -1.5984 -3.3517
H 2.1434 -2.8507 -5.1058
H 0.3603 -3.7100 -6.5601
H -2.0195 -3.2868 -5.9948
H -2.5738 -2.0102 -3.9471
H -0.8006 -1.1802 -2.4737

# 2
The following is a quantum chemistry calculation of a single CH3Cl2FSi molecule at a distorted geometry, from OMol25.

Output
HOMO energy ... -10.738 eV
Frontier orbital gap ... 0.4011 Ha
Energy above the lowest of the compared OMol25 structures with the same formula, charge and spin ... 3.754 eV
Electronic energy ... -36727.157 eV
Charge ... 0
2S+1 ... 1

Geometry (Å):
C -0.9122 0.1159 0.3948
F -1.8157 -0.9205 0.2247
Si 0.7470 -0.3756 -0.2545
Cl 1.7418 1.7534 0.1125
Cl 0.5084 -0.8769 -2.1235
H -1.3068 0.8545 -0.2935
H -0.8766 0.4410 1.4116
H 1.9141 -0.9918 0.5278

# 3
The following is a quantum chemistry calculation of a molecular structure, C3H4FNO at a distorted geometry, from OMol25.

Output
HOMO energy (alpha / beta) ... -8.773 / -8.773 eV
Frontier orbital gap (alpha / beta) ... 0.3007 / 0.3007 Ha
Energy above the lowest of the compared OMol25 structures with the same formula, charge and spin ... 3.757 eV
Electronic energy ... -9426.859 eV
Charge ... 0
2S+1 ... 1

Geometry (Å):
C 0.6115 0.4233 -0.8767
C 1.1500 1.1697 0.1091
C 0.0001 -0.3561 0.1891
N -0.6190 -1.4993 0.3818
O 0.5919 0.3847 1.1675
F -1.9116 0.9666 -0.2328
H 0.5576 0.4308 -1.9407
H 1.7168 2.0569 0.2875
H -1.1287 -1.8917 -0.3955
H -0.9686 -1.6848 1.3106

# 4
The following is a quantum chemistry calculation of a molecular structure, C20H28Cl2N5O2Ru, from OMol25.

Output
HOMO energy (alpha / beta) ... -16.865 / -16.865 eV
Frontier orbital gap (alpha / beta) ... 0.1995 / 0.1995 Ha
Energy above the lowest of the compared OMol25 structures with the same formula, charge and spin ... 0.000 eV
Electronic energy ... -60342.428 eV
Charge ... +3
2S+1 ... 1

Geometry (Å):
Ru -0.6290 0.2717 0.4378
N -2.7133 0.5844 0.5825
C -3.3409 -0.6907 1.0217
C -2.6983 -1.8316 0.2556
N -1.2085 -1.6583 0.1317
C -0.4772 -2.4560 1.1560
C -0.7087 -1.8637 2.5324
N -0.4515 -0.3852 2.4920
C -0.7618 -2.0135 -1.2473
C -1.1588 -0.9133 -2.2130
N -0.6475 0.3978 -1.7072
H -2.9788 1.3218 1.2308
H -3.1202 0.8659 -0.3072
H -4.4182 -0.6896 0.8522
H -3.1859 -0.7781 2.0940
H -3.1181 -1.8728 -0.7478
H -2.9197 -2.7917 0.7244
H 0.5818 -2.4121 0.9001
H -0.7909 -3.5028 1.1262
H -0.0609 -2.3532 3.2586
H -1.7303 -2.0322 2.8654
H 0.5022 -0.2239 2.8057
H -1.0295 0.0690 3.1942
H -1.1826 -2.9742 -1.5550
H 0.3238 -2.1152 -1.2212
H -2.2415 -0.8349 -2.3041
H -0.7744 -1.1354 -3.2084
H -1.1658 1.1500 -2.1539
H 0.3110 0.5131 -2.0283
Cl 1.9016 4.8667 3.1428
C 1.8851 5.9465 1.8138
C 1.4358 7.2321 1.9970
C 1.4290 8.1027 0.9132
C 1.8280 7.6906 -0.3603
C 2.3316 6.4288 -0.5506
Cl 2.5585 5.8939 -2.1708
C 2.4411 5.5210 0.5596
N 2.9343 4.2668 0.5405
C 3.9673 3.8487 -0.1702
C 4.9095 4.7363 -0.7896
C 5.9318 4.2421 -1.5482
C 6.0551 2.8572 -1.6949
C 5.2122 1.9590 -1.0176
C 4.2041 2.4200 -0.2142
C 3.4881 1.4479 0.6985
C 2.0109 1.2016 0.5223
O 1.1546 2.1920 0.6905
O 1.5420 0.0885 0.3131
H 1.0947 7.5532 2.9710
H 1.0692 9.1147 1.0493
H 1.7176 8.3526 -1.2081
H 1.6481 3.0308 0.8887
H 4.8318 5.7974 -0.5951
H 6.6522 4.9046 -2.0074
H 6.8636 2.4582 -2.2959
H 5.4112 0.8982 -1.0931
H 3.6144 1.7967 1.7312
H 3.9692 0.4760 0.6226

# 5
The following is a quantum chemistry calculation of a gas-phase ion, CH2O5P (charge -1) at a distorted geometry, from OMol25.

Output
HOMO energy ... -5.323 eV
Frontier orbital gap ... 0.3457 Ha
Energy above the lowest of the compared OMol25 structures with the same formula, charge and spin ... 3.891 eV
Electronic energy ... -20597.147 eV
Charge ... -1
2S+1 ... 1

Geometry (Å):
C -0.1994 0.0836 -0.0562
O -3.8552 -0.5062 0.7840
O -2.8739 -0.0457 -1.5072
O -0.7301 1.4323 0.0216
O -1.1201 -0.8244 0.4123
O -2.1643 1.3215 0.4925
P -2.6833 -0.1613 -0.0466
H -0.0250 -0.2183 -1.0573
H 0.6436 -0.0849 0.6176

# 6
The following is a quantum chemistry calculation of a molecular structure, C55H46F3I2LaN7O2S2Se at a distorted geometry, from OMol25.

Output
HOMO energy ... -4.595 eV
Frontier orbital gap ... 0.2438 Ha
Electronic energy ... -184546.980 eV
Charge ... -1
2S+1 ... 1

Geometry (Å):
La 12.4011 13.7959 11.2219
O 11.8756 12.2765 12.8882
C 11.4256 10.9882 12.6375
C 10.7023 10.9796 11.2617
C 9.4631 11.7955 11.3812
C 8.2360 11.1704 11.5414
C 7.1312 11.9329 11.8455
C 7.3032 13.2959 12.0000
C 8.5490 13.8650 11.7858
C 8.6788 15.3627 11.8603
C 9.7624 15.9127 12.7882
O 11.0520 15.5683 12.3016
C 9.5804 15.3902 14.2070
C 10.5876 14.7503 14.8928
C 10.4076 14.3737 16.2214
C 9.2010 14.6105 16.8612
C 8.1797 15.2531 16.1672
C 8.3677 15.6490 14.8535
C 9.7120 17.4405 12.9091
C 8.7466 18.2376 12.3205
C 8.7961 19.6180 12.4570
C 9.7985 20.2153 13.2029
C 10.7721 19.4216 13.8018
C 10.7181 18.0412 13.6571
N 9.6178 13.1215 11.4659
C 10.4433 10.5092 13.6979
C 10.2363 11.2395 14.8502
C 9.2869 10.8468 15.7947
C 8.5287 9.7150 15.5755
C 8.7484 8.9541 14.4313
C 9.7035 9.3402 13.5097
C 12.6211 10.0409 12.5426
C 12.7504 8.8809 13.2899
C 13.7917 7.9921 13.0409
C 14.6834 8.2305 12.0087
C 14.5932 9.4277 11.2944
C 13.6094 10.3371 11.6006
H 11.3876 11.3045 10.4677
H 10.4690 9.9783 10.9064
H 8.1680 10.0977 11.4330
H 6.1593 11.4820 11.9844
H 6.4753 13.9443 12.2465
H 8.8365 15.7469 10.8466
H 7.7056 15.7654 12.1669
H 11.5139 14.5555 14.3847
H 11.2148 13.8648 16.7347
H 9.0525 14.3007 17.8886
H 7.2367 15.4485 16.6575
H 7.5917 16.2129 14.3481
H 7.9856 17.8057 11.6912
H 8.0500 20.2231 11.9703
H 9.8169 21.2904 13.3056
H 11.5797 19.8617 14.3725
H 11.4762 17.4182 14.1130
H 10.8068 12.1429 14.9739
H 9.1441 11.4457 16.6926
H 7.7770 9.4084 16.2994
H 8.1736 8.0606 14.2502
H 9.8635 8.7409 12.6303
H 12.0347 8.6493 14.0699
H 13.8696 7.0901 13.6323
H 15.4504 7.5075 11.7740
H 15.2861 9.6260 10.4929
H 13.5917 11.2316 10.9966
C 14.1816 13.8237 15.8838
C 14.7609 15.0410 16.1723
C 14.9500 15.9489 15.1454
C 14.5491 15.6116 13.8652
N 13.9056 14.4701 13.5960
C 13.7632 13.5870 14.5867
C 14.9059 16.4588 12.6857
C 15.8051 17.5093 12.7930
C 16.2132 18.1613 11.6370
C 15.7046 17.7466 10.4221
C 14.7750 16.7255 10.4241
N 14.3791 16.0871 11.5273
H 14.0241 13.0620 16.6305
H 15.0795 15.2791 17.1810
H 15.4189 16.8969 15.3372
H 13.2414 12.6751 14.3094
H 16.2156 17.7796 13.7486
H 16.9184 18.9794 11.7041
H 16.0012 18.1753 9.4826
H 14.3171 16.4173 9.4973
F 10.6236 9.2623 7.7818
C 10.5449 10.1182 6.7541
F 11.6037 9.8920 5.9584
F 9.4633 9.7258 6.0331
C 10.3995 11.5555 7.2044
C 9.3681 12.3226 6.7416
C 9.2033 13.6106 7.2404
C 10.0380 14.0153 8.2540
N 11.0581 13.2899 8.7349
C 11.3251 12.0894 8.1436
S 12.7485 11.2763 8.5451
H 8.6833 11.9216 6.0104
H 8.4334 14.2743 6.8907
H 9.9012 14.9850 8.7169
I 11.4055 16.6860 10.4546
I 11.8229 18.2826 8.1256
S 15.9720 14.3311 7.7163
C 14.9339 14.0036 8.8897
N 14.2078 13.7989 9.7665
C 16.5658 10.7253 14.1423
N 17.1129 10.6876 12.7920
C 17.5712 9.5571 12.1551
C 17.8443 9.8939 10.8862
N 17.5451 11.2373 10.7578
C 17.5937 11.9864 9.5005
C 17.1028 11.7364 11.9325
Se 16.6789 13.4421 12.3241
H 17.1714 10.0769 14.7747
H 15.5296 10.3747 14.1307
H 16.6134 11.7569 14.4806
H 17.6335 8.6080 12.6550
H 18.2214 9.3199 10.0642
H 18.4965 11.6759 8.9611
H 17.6313 13.0497 9.7406
H 16.7005 11.7813 8.9055